Formula: CH7NOSSi
Source: the Open Molecules 2025 dataset
Level of theory: ωB97M-V/def2-TZVPD

The geometry in XYZ format:
```
12
Properties=species:S:1:pos:R:3:forces:R:3:nbo_charge:R:1
C -0.773042 0.955479 1.295359 0.26 0.58 1.70 -1.176
N -0.936228 -1.180349 -1.994563 -1.07 0.55 0.12 -1.100
O 1.890971 0.158918 0.370031 -0.20 0.64 1.11 -1.007
Si 1.048150 0.821677 1.514451 0.48 -1.16 -1.57 1.733
S 1.959997 -0.575473 -1.168512 0.63 -0.02 -0.19 -0.184
H -0.820973 1.290411 0.251916 -0.71 0.06 0.27 0.299
H -1.289918 0.020976 1.481697 0.19 -0.51 -0.59 0.289
H -1.212835 1.578590 2.119473 0.35 0.20 -1.25 0.266
H -0.555716 -1.022391 -2.897811 -0.22 0.16 -1.39 0.349
H -0.071292 -1.162230 -1.513437 0.88 -0.01 1.27 0.361
H 2.013308 1.237836 2.502391 -0.19 0.34 0.65 -0.170
H -1.252419 -2.123447 -1.960997 -0.41 -0.84 -0.14 0.340
```
Positions in Å, forces in eV/Å.

As for the strongest force on any atom: 2.0 eV/A. The LUMO energy (alpha / beta) comes out at -0.042 / -0.042 Eh.

---

Formula: CH7NS2
Source: the Open Molecules 2025 dataset
Level of theory: ωB97M-V/def2-TZVPD

The geometry in XYZ format:
```
11
Properties=species:S:1:pos:R:3:forces:R:3:nbo_charge:R:1
C 3.034859 0.312008 1.560267 -0.13 0.51 -2.30 -0.722
S 1.790355 1.590082 1.026337 0.14 -0.35 -0.11 0.058
S -0.139819 1.268647 1.743965 0.40 -1.01 0.20 -0.146
H 2.708738 -0.650935 1.144538 0.19 0.24 0.20 0.218
H 3.204590 0.227054 2.609926 0.26 0.26 0.63 0.221
H 3.938794 0.663821 0.924500 -1.30 -0.60 1.40 0.237
H -0.475129 0.001221 1.290413 0.42 0.95 -0.03 0.132
N -3.480952 -0.798144 -2.541121 2.77 -3.72 0.46 -1.125
H -4.052653 -0.055403 -2.577302 -1.38 3.42 -0.73 0.369
H -3.992756 -1.603962 -2.249251 0.28 -0.47 -0.06 0.363
H -2.536027 -0.954390 -2.932272 -1.66 0.76 0.35 0.393
```
Positions in Å, forces in eV/Å.

As for the strongest force on any atom: 4.7 eV/A. The SMILES is CSS.N. The LUMO energy comes out at 0.022 Eh.